Record 1
ORCA calculation (ωB97M-V/def2-TZVPD) on one molecule with the formula C13H18N2O at a distorted geometry.

XYZ file:
```
34
C13H18N2O (ωB97M-V/def2-TZVPD)
C 0.4806 4.9364 -1.9239
C -0.0201 3.5919 -1.5853
N -0.2854 2.5214 -2.3672
O -0.5806 1.3349 -1.5455
C -0.6681 1.8857 -0.2872
C -0.9578 1.2119 1.0127
C -0.6198 -0.1020 1.3620
C -0.8767 -0.5222 2.7593
N -0.2679 -1.9012 2.7517
C -0.9899 -2.8249 1.8964
C -1.0986 -2.3568 0.4569
C -0.0686 -1.2140 0.3745
C 1.3643 -1.7008 0.9574
C 1.1535 -1.9971 2.4329
C -0.3442 3.2034 -0.2405
C -0.2945 4.2739 0.8265
H 1.1942 5.2797 -1.1342
H 0.6676 5.0641 -3.0202
H -0.3473 5.6209 -1.7508
H -1.4693 1.8769 1.6947
H -1.9591 -0.4830 2.9447
H -0.2838 0.1089 3.4081
H -0.5423 -3.8201 1.9419
H -1.9898 -2.9950 2.3033
H -0.9884 -3.2568 -0.1600
H -2.0877 -1.9830 0.0939
H 0.0144 -0.9922 -0.6580
H 1.7351 -2.5691 0.4457
H 2.0756 -0.8880 0.8252
H 1.5708 -3.0146 2.5920
H 1.7549 -1.3716 3.1116
H -0.6829 3.9694 1.7395
H 0.8534 4.5067 0.9742
H -0.7162 5.1922 0.5612
```

Output
SMILES: Cc1noc(/C=C2/CN3CCC2CC3)c1C
Energy above the lowest of the compared OMol25 structures with the same formula, charge and spin: 4.914 eV

Record 2
ORCA calculation (ωB97M-V/def2-TZVPD) on CH3O2S as an isolated structure at a distorted geometry.

XYZ file:
```
7
CH3O2S (ωB97M-V/def2-TZVPD)
S 1.2869 1.2677 1.1809
H 0.7776 1.0071 2.4001
O -1.4433 -1.6022 -1.7377
C -0.5626 -1.1297 -1.0581
O -0.7427 -0.2413 -0.1203
H 0.5349 -1.2683 -1.1777
H 0.1651 0.2907 0.3676
```

Output
Energy above the lowest of the compared OMol25 structures with the same formula, charge and spin: 0.223 eV
Charge: -1

Record 3
ORCA calculation (ωB97M-V/def2-TZVPD) on C26H17Cl2INO2SSc as an isolated structure.

XYZ file:
```
51
C26H17Cl2INO2SSc (ωB97M-V/def2-TZVPD)
Sc 1.3984 -0.5782 -1.4600
Cl -1.2183 0.1872 -1.7559
C -1.1401 -0.6540 -0.1068
C -1.7599 -0.0294 1.1663
C -2.4681 -1.2596 1.7783
C -1.2617 -2.1039 2.2439
C -0.6835 -2.7138 0.9100
Cl -0.4951 -4.4687 0.9645
C 0.5716 -1.9790 0.5065
S 1.6968 -3.0977 -1.7679
H -2.3552 0.8765 1.0769
H -3.1656 -1.0111 2.5763
H -1.5309 -2.9151 2.9186
N 1.5501 -2.2628 -0.2723
C 0.2754 -0.5179 0.5173
C -0.3316 0.0450 1.8133
C 0.1234 1.3681 2.3275
C -0.0626 1.6808 3.6099
C -0.6588 0.7138 4.5391
C -0.7926 -0.5700 4.2068
C -0.3232 -1.0683 2.8705
C -1.6871 -2.1140 -0.1681
C -3.0244 -1.9635 0.5558
C -3.7600 -3.2623 0.6560
C -3.6348 -4.1343 -0.3442
C -2.7430 -3.8568 -1.4765
C -1.8197 -2.8929 -1.4320
H 0.5581 2.0718 1.6271
H 0.2213 2.6547 3.9882
H -0.9571 1.0576 5.5217
H -1.1885 -1.2897 4.9158
H 0.6921 -1.4783 2.9825
H -3.6536 -1.2631 -0.0153
H -4.4414 -3.4353 1.4806
H -4.1972 -5.0592 -0.3469
H -2.8257 -4.4788 -2.3588
H -1.1287 -2.7439 -2.2499
I 2.7669 7.5829 -3.6703
C 3.0509 5.5451 -3.3152
C 2.0266 4.8022 -2.7486
C 2.2209 3.4489 -2.5154
C 3.4277 2.8433 -2.8420
C 4.4455 3.6037 -3.4071
C 4.2624 4.9549 -3.6483
C 3.6828 1.3841 -2.5985
O 4.7476 0.8707 -2.8287
O 2.6415 0.7158 -2.1189
H 1.0872 5.2714 -2.4909
H 1.4269 2.8630 -2.0728
H 5.3797 3.1170 -3.6523
H 5.0547 5.5430 -4.0898
```

Output
Energy above the lowest of the compared OMol25 structures with the same formula, charge and spin: 4.960 eV